A cluster of 12 separate species, C4H35N3O11 in total in a non-equilibrium geometry. Source: the Open Molecules 2025 dataset; level of theory: ωB97M-V with the def2-TZVPD basis set.

The geometry in XYZ format:
```
53
Properties=species:S:1:pos:R:3:forces:R:3:mulliken_charge:R:1
C -1.5958 0.4099 1.5796 1.0777 0.0439 -1.8096 -0.64
C -2.1269 -0.7237 2.4433 -0.7681 0.7969 1.5307 -1.03
C -1.6754 -2.1509 2.1505 -0.4975 0.8847 -0.3765 -0.34
N -0.2357 -2.2728 2.2998 -0.7198 0.5159 0.3827 -0.39
N -1.3685 0.0076 0.1702 -1.8301 -0.9169 0.6278 0.64
C -2.0136 0.8394 -0.8478 1.6687 0.5347 -0.4529 -1.20
N -1.9350 0.3088 -2.1944 -0.3264 0.0893 0.4090 -0.48
H -0.6438 0.8331 1.8879 0.2307 -0.2080 0.7750 0.23
H -2.2264 1.2989 1.5559 -0.4397 -0.2168 0.2293 0.41
H -3.2236 -0.6833 2.4941 -0.0146 -0.1706 -0.5268 0.45
H -1.8925 -0.4224 3.4759 0.2720 -0.3870 0.0120 0.45
H -2.0772 -2.3560 1.1510 0.5357 -0.3796 -0.1323 0.23
H -2.2189 -2.8286 2.8048 0.2562 -0.0410 0.2742 0.49
H 0.2904 -1.9429 1.5090 0.3141 -0.5488 -0.2275 0.06
H 0.0650 -3.1110 2.7593 0.2939 -0.2128 -0.4228 0.21
H -0.4313 -0.3219 0.0025 0.0861 0.4024 -0.3311 -0.23
H -3.0693 0.9852 -0.6486 0.0458 0.0182 0.4682 0.61
H -1.4686 1.7912 -0.8443 -0.4940 0.2944 -0.2834 0.49
H -2.4728 -0.5453 -2.2439 -0.0079 -0.1191 -0.1796 0.23
H -0.9943 0.1117 -2.4942 0.0630 0.0850 0.2157 0.19
H 2.0695 -2.0888 -2.7960 -0.4812 -0.1746 0.1672 0.26
H 1.1722 -1.2091 -1.8451 -0.2043 -0.7953 -0.2846 0.33
O 1.9005 -1.2006 -2.4756 0.7260 1.1350 -0.2182 -0.60
H -3.7889 -1.5863 -0.9682 -0.7170 -0.1371 -0.3176 0.36
H -3.5038 -0.9752 0.2774 -0.3279 0.3855 0.4080 0.14
O -4.2781 -1.0830 -0.2998 0.9510 -0.4900 -0.0739 -0.68
H -0.2553 -3.2825 -3.3246 -0.2389 0.4432 -0.3425 0.30
H -0.7541 -1.8520 -2.8377 0.1716 -0.4108 -0.8054 0.29
O -0.4604 -2.7318 -2.5669 -0.1123 -0.4004 1.1162 -0.63
H 2.2954 0.8727 2.4917 -0.4034 -0.0089 0.0463 0.35
H 3.4696 1.7221 2.0834 -0.0344 0.1499 -0.2708 0.26
O 2.5144 1.6586 1.9631 0.1757 -0.1178 0.3832 -0.62
H 2.2808 2.4004 -2.4475 -0.3664 -0.1355 0.0484 0.30
H 2.4432 0.9901 -3.0919 0.0266 0.0273 0.2785 0.32
O 2.4902 1.9371 -3.2666 0.1877 0.0472 -0.2365 -0.64
H 0.4663 -0.6540 3.2941 0.3383 -0.7916 0.3181 0.40
H 1.6658 -1.0246 4.2622 -0.2703 -0.3553 -0.1886 0.25
O 1.1504 -0.3066 3.8946 0.2180 1.2026 -0.0746 -0.76
H -0.7150 0.2872 -4.3707 0.1992 0.1552 -0.0920 0.32
H 0.6643 -0.2502 -3.8473 0.0671 0.1319 -0.1682 0.36
O -0.1723 -0.5002 -4.2572 -0.1619 -0.2155 -0.2815 -0.69
H 0.7048 4.3187 -1.2176 -0.0162 0.0989 0.2860 0.26
H 0.6804 3.3686 0.0298 -0.1215 0.3635 0.0945 0.34
O 0.5810 3.4106 -0.9331 0.2238 -0.5538 -0.2325 -0.59
H -0.3292 3.7170 2.7667 0.4818 -0.3625 0.6079 0.27
H 1.1808 3.0530 2.5208 -0.3756 -0.1870 0.6125 0.34
O 0.4011 3.5135 2.1847 -0.0145 0.4304 -1.4951 -0.63
H 2.4532 -1.2296 -0.6294 -0.0309 0.3016 0.6834 0.31
H 2.5768 -2.2306 0.4737 -0.1823 0.0137 0.3032 0.23
O 2.0655 -1.4439 0.2485 0.3275 -0.3026 -0.5188 -0.52
H 3.9223 1.3158 -1.3476 0.0643 -0.0851 -0.0289 0.31
H 2.7740 1.0948 -0.3716 0.1011 0.0271 0.3727 0.30
O 3.6491 0.7615 -0.6067 0.0532 0.1458 -0.2784 -0.62
```
Positions in Å, forces in eV/Å.

Output
ΔE to the lowest compared entry with this formula, charge and spin: 0.248 eV
spin multiplicity: 1
SMILES string: NCCCNCN.O.O.O.O.O.O.O.O.O.O.O
Kohn-Sham gap: 8.65 eV
HOMO level: -8.5 eV
F_max: 2.1 eV Å⁻¹
lowest unoccupied orbital energy: 0.1 eV

A structure of composition C25H34Cl3CoO2S in a non-equilibrium geometry. Source: the Open Molecules 2025 dataset; level of theory: ωB97M-V with the def2-TZVPD basis set.

The geometry in XYZ format:
```
66
Properties=species:S:1:pos:R:3:forces:R:3:mulliken_charge:R:1
Co 0.2927 -0.1314 0.2414 -0.7175 -0.2614 -0.6964 0.72
C -0.3718 1.8028 0.1984 0.0101 -0.0722 0.1181 -0.85
C 0.1024 1.4890 -1.1038 -0.0006 -0.0633 0.2953 0.50
C -0.7630 0.4185 -1.6022 -0.0462 -0.0279 0.0291 0.58
C -1.6572 0.1004 -0.5579 0.1788 0.1376 0.0997 -0.71
C -1.4358 0.9237 0.5814 0.2075 0.1549 -0.1989 -0.07
C -2.2711 0.9415 1.8412 0.0402 -0.0022 -0.0255 1.97
C -2.1935 -0.4173 2.5464 -0.0184 0.0115 -0.0155 -1.45
C -3.7248 1.2190 1.4319 -0.0170 0.0121 -0.0171 -1.81
C -1.7887 2.0456 2.7799 -0.0038 -0.0033 0.0204 -1.83
C -0.9901 -0.1837 -2.9923 -0.0372 0.0394 0.0335 2.41
C -1.8666 0.8432 -3.7366 -0.0147 0.0247 -0.0495 -1.60
C -1.8022 -1.4845 -2.8918 -0.0063 0.0039 0.0039 -1.93
C 0.2444 -0.4965 -3.8371 0.0895 0.0001 0.0032 -1.79
C 1.3170 2.2126 -1.6943 -0.0756 -0.0060 -0.0111 1.72
C 1.8164 3.2866 -0.7163 -0.0326 0.0070 -0.0009 -2.16
C 2.4981 1.2560 -1.9139 0.0006 0.0179 0.0025 -1.54
C 0.9287 2.9422 -2.9873 0.0441 -0.0168 -0.0424 -1.77
H 0.0706 2.5435 0.8410 -0.0574 -0.0034 0.0507 0.94
H -2.3636 -0.7125 -0.5803 0.0160 0.0024 0.0020 0.67
H -2.4214 -1.2365 1.8621 -0.0168 0.0019 0.0101 0.24
H -2.9117 -0.4461 3.3690 0.0193 0.0070 0.0115 0.51
H -1.1957 -0.5876 2.9490 -0.0036 -0.0190 -0.0270 0.18
H -4.1333 0.3988 0.8381 0.0075 0.0095 -0.0146 0.30
H -3.8048 2.1386 0.8479 0.0048 0.0011 0.0091 0.39
H -4.3443 1.3272 2.3240 0.0018 -0.0095 -0.0013 0.46
H -0.7546 1.8760 3.0809 -0.0002 0.0234 -0.0337 0.20
H -2.4065 2.0557 3.6799 0.0106 -0.0041 0.0028 0.41
H -1.8659 3.0291 2.3097 -0.0188 -0.0061 0.0002 0.36
H -2.7801 1.0531 -3.1768 -0.0014 -0.0088 0.0016 0.33
H -2.1491 0.4403 -4.7118 0.0068 0.0055 0.0005 0.47
H -1.3440 1.7862 -3.8971 -0.0421 -0.0485 0.0138 0.24
H -2.8085 -1.3180 -2.5058 0.0078 0.0031 -0.0072 0.40
H -1.3024 -2.2238 -2.2667 0.0178 -0.0013 0.0133 0.20
H -1.9079 -1.9110 -3.8899 -0.0026 0.0110 -0.0050 0.48
H 0.8306 0.3867 -4.0740 0.0111 -0.0190 0.0166 0.31
H -0.0971 -0.9145 -4.7863 0.0148 -0.0038 -0.0100 0.58
H 0.8856 -1.2273 -3.3467 -0.0306 0.0442 -0.0189 0.19
H 2.1354 2.8525 0.2329 0.0058 0.0062 -0.0007 0.32
H 1.0601 4.0511 -0.5256 -0.0082 -0.0085 0.0101 0.38
H 2.6813 3.7817 -1.1601 0.0001 -0.0095 0.0121 0.51
H 2.8374 0.8519 -0.9577 -0.0101 0.0010 0.0010 0.23
H 3.3260 1.8121 -2.3605 -0.0040 -0.0184 -0.0089 0.58
H 2.2614 0.4164 -2.5564 -0.0438 -0.0611 -0.0430 0.16
H 0.0780 3.6062 -2.8170 0.0053 -0.0023 0.0053 0.37
H 0.6738 2.2660 -3.7997 0.0272 0.0376 0.0399 0.22
H 1.7702 3.5532 -3.3198 -0.0026 -0.0017 -0.0055 0.50
Cl 3.4145 -2.0856 0.9091 -0.0462 0.0038 0.4695 -0.14
C 2.8121 -2.0093 2.5504 0.0246 0.0189 -0.3171 0.65
C 3.1832 -3.0227 3.4163 0.0265 -0.0323 -0.0529 -0.67
C 2.7536 -2.9910 4.7318 -0.0804 0.1233 -0.0118 -0.39
C 1.9608 -1.9420 5.1721 0.0590 -0.1100 -0.0466 -0.73
C 1.5907 -0.9426 4.2872 0.0452 -0.1064 0.0137 0.42
Cl 0.6110 0.3410 4.9333 0.0584 -0.0178 -0.0125 -0.19
C 1.9905 -0.9437 2.9425 0.0190 -0.2826 0.0760 -0.56
S 1.6008 0.3974 1.8928 0.1594 0.5047 -0.1285 -0.29
H 3.8085 -3.8240 3.0483 -0.0060 -0.0033 0.0161 0.44
H 3.0399 -3.7786 5.4156 0.0017 0.0043 0.0006 0.37
H 1.6235 -1.8884 6.1975 0.0013 -0.0104 -0.0042 0.43
Cl 0.9050 -4.9119 0.8748 -0.0172 0.0061 -0.0099 -0.18
C 0.3959 -3.9939 -0.5630 0.0624 -0.0033 0.0047 -0.70
C 0.5167 -2.5009 -0.3457 0.0508 -0.0607 0.2061 0.40
O 1.1132 -1.7887 -1.1689 0.0942 0.0916 0.0248 -0.56
O -0.0461 -1.9935 0.6752 0.0138 -0.0168 0.1938 -0.56
H -0.6448 -4.2487 -0.7562 -0.0003 0.0156 -0.0139 0.32
H 1.0163 -4.2896 -1.4023 0.0185 -0.0100 0.0188 0.38
```
Positions in Å, forces in eV/Å.

Output
ΔE to the lowest compared entry with this formula, charge and spin: 0.192 eV
spin multiplicity: 1
Kohn-Sham gap (alpha / beta): 7.76 / 7.07 eV
HOMO level (alpha / beta): -8.0 / -8.1 eV
F_max: 1.0 eV Å⁻¹
lowest unoccupied orbital energy (alpha / beta): -0.2 / -1.0 eV

The molecule C4H9NO in a non-equilibrium geometry. Source: the Open Molecules 2025 dataset; level of theory: ωB97M-V with the def2-TZVPD basis set.

The geometry in XYZ format:
```
15
Properties=species:S:1:pos:R:3:forces:R:3:mulliken_charge:R:1
C -1.0856 1.2968 0.2214 0.7026 0.2126 -0.4150 -1.26
C -0.6731 -0.2007 0.0910 -1.6617 2.0581 -3.8239 1.00
C 0.0732 -0.9531 0.9809 2.8921 -0.7470 2.3255 -1.03
C 0.7856 -0.6222 -0.3133 -1.1961 0.7751 1.0051 -0.23
H -2.2157 1.3886 0.6464 2.9593 0.0867 -1.0139 0.31
H -0.8455 1.9205 -0.7948 -1.2103 -1.7023 2.1615 0.30
H -0.2466 1.6843 0.8700 -1.4465 0.1080 -0.0944 0.32
H -1.9742 -0.2556 -1.3105 0.7224 -2.7772 1.7676 0.36
H -0.1372 -1.9543 1.1893 -0.6454 -1.4538 0.0167 0.27
H 0.5777 -0.5161 1.8171 -0.1747 0.6512 0.5303 0.31
H 0.7449 -1.4461 -0.9792 0.1510 -0.4688 -0.8942 0.35
H 1.9769 0.6577 -1.2699 0.2390 -0.0328 0.8076 0.25
H 2.7285 -0.2857 -0.1983 1.3593 -0.6162 0.2644 0.24
N 1.9323 0.2818 -0.3078 -2.1061 0.4414 -1.1525 -0.63
O -1.6412 -0.9959 -0.6423 -0.5848 3.4650 -1.4850 -0.57
```
Positions in Å, forces in eV/Å.

Output
ΔE to the lowest compared entry with this formula, charge and spin: 3.125 eV
spin multiplicity: 1
SMILES string: C[C@]1(O)C[C@@H]1N
Kohn-Sham gap: 9.91 eV
HOMO level: -9.0 eV
F_max: 4.6 eV Å⁻¹
lowest unoccupied orbital energy: 0.9 eV

A cluster of 6 separate species, C32H73BNO8P in total. Source: the Open Molecules 2025 dataset; level of theory: ωB97M-V with the def2-TZVPD basis set.

The geometry in XYZ format:
```
116
Properties=species:S:1:pos:R:3:forces:R:3:mulliken_charge:R:1
C -1.6755 5.8787 -0.4468 0.0217 -0.3041 0.1228 -1.19
C -1.4776 5.0525 -1.7191 -0.0208 0.1738 0.1170 0.11
C -0.8185 5.8703 -2.8310 -0.0978 0.0445 0.1005 -0.81
C -0.7924 5.2378 -4.2392 -0.1152 0.1163 -0.0046 -0.74
C -1.0274 3.7268 -4.2928 0.3000 0.1724 -0.0591 0.12
C -0.7049 3.1322 -5.6700 -0.3937 -0.0231 -0.0601 -1.28
C -0.1470 1.7086 -5.6112 -0.1679 0.3709 -0.2806 -0.84
P 1.3875 1.4434 -4.6636 -0.0199 -0.3021 -0.0733 1.06
O 1.9066 3.0996 -4.9274 0.1276 -0.2152 0.4452 -0.23
B 3.1374 3.5022 -4.4901 -0.1527 0.1383 -0.2087 0.54
O 4.2688 3.0020 -5.0928 0.0467 0.2775 0.0796 -0.52
O 3.2929 4.3990 -3.4473 0.1104 -0.3395 0.0589 -0.56
C 1.0422 -0.3887 -4.3096 -0.0907 0.0745 -0.0501 0.39
C 1.9021 -1.3718 -4.7683 0.0695 -0.0512 -0.0131 -0.74
C 1.6510 -2.7030 -4.4679 0.0395 -0.0147 0.0194 -0.42
C 0.5324 -3.0052 -3.7110 0.0662 -0.1526 -0.0664 -0.34
N -0.3164 -2.0853 -3.2567 -0.0505 -0.0133 0.1062 -0.62
C -0.0480 -0.8195 -3.5520 0.0825 0.1219 -0.0446 -0.32
H -0.7880 6.4745 -0.2182 -0.0603 0.0691 -0.0626 0.35
H -2.5427 6.5348 -0.5366 0.1284 0.1406 -0.0249 0.36
H -1.8538 5.2279 0.4122 -0.0920 0.0467 -0.0168 0.13
H -2.4553 4.6920 -2.0524 0.0805 -0.1108 0.0158 0.19
H -0.8677 4.1783 -1.4726 -0.0710 -0.0384 -0.1263 0.20
H 0.2008 6.1197 -2.5142 -0.0342 -0.0456 0.0005 0.28
H -1.3497 6.8271 -2.8773 0.1054 0.0015 -0.0588 0.30
H 0.1761 5.4438 -4.7037 -0.0441 -0.0153 -0.0006 0.21
H -1.5397 5.7437 -4.8600 0.0236 -0.1268 -0.0582 0.31
H -2.0631 3.5010 -4.0243 0.1135 -0.0937 0.0856 0.61
H -0.3813 3.2632 -3.5408 -0.0978 -0.0583 0.0059 -0.17
H -1.6348 3.0727 -6.2478 0.0744 0.0306 -0.0373 0.59
H -0.0448 3.7876 -6.2375 0.1242 -0.0779 0.1614 0.41
H 0.1025 1.3829 -6.6281 0.0170 -0.1271 0.0813 0.34
H -0.9131 1.0232 -5.2494 0.1365 -0.0609 0.0877 0.53
H 1.3761 1.6871 -3.2801 -0.0309 0.0920 0.0123 -0.09
H 2.5580 1.0292 -5.3182 0.0774 0.0521 -0.0389 -0.22
H 5.0495 3.3926 -4.6848 0.0618 -0.1252 -0.0426 0.28
H 2.5223 4.3914 -2.8720 -0.1088 0.2997 -0.1433 0.28
H 2.7804 -1.1039 -5.3507 -0.0273 0.0125 -0.0190 0.25
H 2.3107 -3.4929 -4.8035 -0.0138 0.0136 -0.0091 0.42
H 0.3141 -4.0385 -3.4590 -0.0591 0.0625 0.0166 0.35
H -0.7458 -0.0843 -3.1536 -0.0360 -0.0462 0.0205 0.45
C -1.9203 1.5190 2.1186 -0.1020 -0.0406 -0.0335 -0.58
C -1.7765 2.8907 2.7521 0.1029 -0.0654 0.0278 -0.41
O -2.8601 3.7613 2.4851 0.0127 0.1132 -0.0199 -0.42
C -4.1301 3.3131 2.9323 -0.1315 -0.0933 -0.0100 -0.11
C -4.2153 3.0874 4.4327 0.1005 0.0253 0.0128 -0.93
H -2.0365 1.6045 1.0366 0.0161 0.0139 -0.0053 0.24
H -1.0367 0.9145 2.3281 0.0193 0.0166 -0.0046 0.30
H -2.7887 0.9824 2.5025 0.0357 -0.0418 0.0189 -0.02
H -0.8981 3.3976 2.3488 -0.0226 0.0308 -0.0132 0.39
H -1.6157 2.7939 3.8324 -0.0311 -0.0195 0.0001 0.23
H -4.4313 2.4061 2.3966 0.0260 -0.0165 0.0205 0.12
H -4.8260 4.1005 2.6412 0.0357 0.0285 -0.0220 0.35
H -3.5433 2.2961 4.7688 -0.0434 -0.0443 -0.0139 0.07
H -5.2310 2.7950 4.7030 -0.0137 0.0152 -0.0082 0.41
H -3.9602 4.0000 4.9739 -0.0113 0.0005 0.0063 0.34
C -5.0547 -2.3761 2.8351 0.0693 0.0179 -0.0997 -1.17
C -5.6268 -0.9741 2.9517 -0.0363 -0.0449 0.0758 -0.36
O -5.3352 -0.1399 1.8448 0.0640 0.1255 0.0448 -0.30
C -5.8108 -0.5775 0.5844 0.0019 -0.0306 -0.0720 -0.40
C -7.3195 -0.7361 0.5090 -0.0104 0.0283 0.0791 -1.13
H -3.9721 -2.3346 2.7043 0.0065 -0.0011 0.0193 0.28
H -5.2755 -2.9479 3.7372 0.0000 0.0175 0.0181 0.39
H -5.4733 -2.9179 1.9859 -0.0460 -0.0289 0.0417 0.35
H -5.1853 -0.4670 3.8108 0.0108 0.0245 -0.0175 0.32
H -6.7079 -1.0152 3.1285 -0.0025 -0.0190 -0.0310 0.36
H -5.3133 -1.5071 0.2856 -0.0134 -0.0162 0.0293 0.34
H -5.4866 0.1924 -0.1161 0.0135 0.0057 0.0045 0.33
H -7.6866 -1.5080 1.1865 0.0118 -0.0342 -0.0323 0.27
H -7.6104 -1.0189 -0.5032 0.0043 0.0144 -0.0125 0.39
H -7.8158 0.2012 0.7641 -0.0032 0.0017 -0.0065 0.31
C 0.7751 -0.5439 4.9212 -0.0412 -0.0830 -0.0971 -0.13
C -0.2154 -0.1443 5.9983 0.0877 0.0504 0.0322 -0.47
O -1.5359 -0.5968 5.7531 -0.1321 0.0247 -0.0005 -0.42
C -1.6971 -2.0018 5.6584 -0.0025 -0.0965 -0.0338 0.08
C -1.2903 -2.7593 6.9108 0.0319 0.0664 0.0405 -1.15
H 0.4498 -0.1670 3.9500 0.0171 0.0258 0.0005 -0.03
H 1.7618 -0.1339 5.1402 -0.0128 0.0376 0.0174 0.43
H 0.8778 -1.6265 4.8450 0.0871 -0.0246 0.0420 -0.27
H -0.2932 0.9424 6.0511 -0.0473 -0.0022 -0.0072 0.40
H 0.1308 -0.4831 6.9817 -0.0002 -0.0311 -0.0133 0.31
H -1.1612 -2.3954 4.7868 0.0475 0.0068 0.0277 0.19
H -2.7608 -2.1562 5.4708 -0.0120 0.0701 -0.0134 0.16
H -0.2276 -2.6485 7.1279 0.0170 -0.0528 -0.0455 0.18
H -1.4902 -3.8237 6.7805 -0.0163 -0.0023 -0.0068 0.40
H -1.8540 -2.4010 7.7736 -0.0057 -0.0083 0.0011 0.35
C 3.7242 -5.3508 5.3756 -0.0121 0.0269 -0.0820 -1.20
C 2.3792 -4.7966 5.8121 0.0196 -0.0442 0.0706 -0.30
O 1.6898 -4.0838 4.8009 -0.0606 0.1188 0.0204 -0.37
C 1.3677 -4.8094 3.6275 -0.0113 -0.0304 -0.0717 -0.36
C 0.4768 -6.0159 3.8674 -0.0069 0.0178 0.0819 -1.08
H 4.3680 -4.5493 5.0117 0.0079 0.0016 0.0074 0.32
H 4.2152 -5.8361 6.2196 0.0059 0.0160 0.0153 0.40
H 3.6250 -6.0912 4.5809 -0.0110 -0.0327 0.0334 0.28
H 2.5236 -4.0712 6.6135 -0.0124 0.0077 -0.0011 0.32
H 1.7497 -5.5969 6.2181 -0.0022 -0.0131 -0.0357 0.34
H 2.2784 -5.1057 3.0949 0.0100 -0.0218 0.0328 0.34
H 0.8496 -4.0913 2.9909 0.0101 0.0140 0.0000 0.36
H 0.9613 -6.7680 4.4913 0.0228 -0.0169 -0.0381 0.28
H 0.2277 -6.4859 2.9156 -0.0124 0.0132 -0.0109 0.40
H -0.4498 -5.7152 4.3589 -0.0055 -0.0012 -0.0060 0.26
C 6.3118 0.0598 -5.0785 -0.0510 -0.0377 0.0692 -0.57
C 7.5947 -0.7514 -5.0493 0.0071 0.0418 -0.0727 -0.60
O 7.6075 -1.7799 -4.0752 0.0552 -0.0122 0.0325 -0.42
C 6.5966 -2.7632 -4.1950 -0.0840 -0.0220 0.0278 -0.24
C 6.6171 -3.5253 -5.5092 0.0664 0.0444 -0.0252 -1.09
H 6.1130 0.5002 -4.1004 -0.0053 0.0098 -0.0027 0.29
H 6.3871 0.8628 -5.8120 0.0136 0.0136 0.0056 0.42
H 5.4494 -0.5509 -5.3512 0.0033 0.0184 -0.0482 -0.01
H 8.4338 -0.1074 -4.7854 0.0057 -0.0087 0.0138 0.36
H 7.8095 -1.1583 -6.0444 -0.0266 -0.0270 0.0062 0.32
H 5.6065 -2.3215 -4.0271 0.0083 0.0148 -0.0272 0.24
H 6.7785 -3.4502 -3.3684 0.0039 0.0034 0.0071 0.34
H 6.4246 -2.8762 -6.3643 -0.0455 -0.0017 0.0062 0.27
H 5.8474 -4.2982 -5.5005 0.0054 -0.0168 0.0167 0.40
H 7.5863 -4.0025 -5.6591 -0.0026 -0.0092 -0.0042 0.31
```
Positions in Å, forces in eV/Å.

Output
spin multiplicity: 1
SMILES string: CCCCCCC[PH2](OB(O)O)c1cccnc1.CCOCC.CCOCC.CCOCC.CCOCC.CCOCC
Kohn-Sham gap: 9.79 eV
HOMO level: -9.3 eV
F_max: 0.5 eV Å⁻¹
lowest unoccupied orbital energy: 0.5 eV

Question: Which of these has the lowest F_max?
Answer: C32H73BNO8P

Question: Which formula does entry 4 have?
Answer: C32H73BNO8P